[1]
{
  "formula": "C21H34Br2FN2O2S",
  "method": "wB97M-V/def2-TZVPD",
  "species": ["C", "C", "O", "C", "C", "N", "C", "C", "Br", "C", "C", "Br", "C", "C", "C", "C", "C", "F", "C", "C", "S", "C", "C", "C", "C", "C", "O", "C", "N", "H", "H", "H", "H", "H", "H", "H", "H", "H", "H", "H", "H", "H", "H", "H", "H", "H", "H", "H", "H", "H", "H", "H", "H", "H", "H", "H", "H", "H", "H", "H", "H", "H", "H"],
  "xyz": [[3.149, -2.343, 2.369], [3.232, -2.848, 0.778], [1.965, -3.452, 0.303], [1.822, -3.343, -1.157], [0.367, -2.679, -1.633], [0.019, -1.566, -0.668], [-0.908, -1.847, 0.533], [-1.598, -3.318, 0.836], [-3.009, -4.088, -0.419], [-1.256, -4.199, 2.007], [-0.168, -3.742, 3.145], [-2.140, -6.021, 2.232], [-1.279, -0.630, 1.617], [-0.701, 0.901, 1.412], [-0.983, 2.177, 2.402], [-2.356, 2.074, 3.295], [-2.405, 3.472, 4.211], [-1.126, 3.737, 4.924], [0.265, 1.129, 0.067], [0.851, 2.662, -0.225], [-0.252, 3.610, -1.417], [-1.913, 4.030, -0.661], [-2.971, 2.747, -0.599], [0.611, -0.166, -0.934], [1.617, 0.180, -2.200], [0.892, 0.983, -3.436], [-0.574, 0.860, -3.480], [1.434, 0.466, -4.932], [1.165, 1.505, -6.029], [4.079, -1.675, 2.655], [3.054, -3.320, 3.013], [2.117, -1.765, 2.448], [3.529, -1.883, 0.166], [4.103, -3.656, 0.767], [2.681, -2.706, -1.679], [1.955, -4.444, -1.596], [-0.398, -3.563, -1.671], [0.494, -2.312, -2.762], [-0.354, -2.633, 3.470], [0.908, -3.965, 2.737], [-0.324, -4.483, 4.068], [-1.964, -0.882, 2.538], [-1.000, 3.209, 1.845], [-0.053, 2.232, 3.149], [-2.366, 1.154, 4.020], [-3.320, 2.139, 2.601], [-3.239, 3.395, 5.056], [-2.599, 4.434, 3.532], [0.950, 3.313, 0.742], [1.932, 2.644, -0.722], [-1.835, 4.606, 0.375], [-2.428, 4.810, -1.403], [-2.969, 2.197, 0.434], [-4.049, 3.231, -0.716], [-2.842, 2.023, -1.529], [2.521, 0.811, -1.744], [2.123, -0.778, -2.676], [1.274, 2.111, -3.362], [-0.911, 1.666, -3.992], [0.913, -0.548, -5.193], [2.621, 0.388, -4.866], [1.492, 2.455, -5.738], [0.155, 1.504, -6.307]],
  "mulliken_charge": [-0.78, -0.23, -0.22, -0.44, -0.59, 0.61, 0.53, -0.69, -0.08, 0.12, -0.50, -0.10, -0.66, 0.78, -0.29, -0.41, -0.34, -0.32, -0.58, -1.02, -0.08, -0.46, -0.47, 0.90, -1.06, 0.38, -0.54, -0.52, -0.60, 0.34, 0.26, 0.11, 0.21, 0.28, 0.29, 0.36, 0.30, 0.18, 0.17, 0.02, 0.40, 0.41, -0.04, 0.46, 0.35, 0.20, 0.31, 0.25, 0.44, 0.29, 0.28, 0.35, -0.06, 0.37, 0.13, 0.33, 0.14, 0.17, 0.33, 0.24, 0.31, 0.26, 0.25],
  "e_lumo_ev": -4.4006,
  "e_homo_ha": -0.4216,
  "smiles": "CCOCC[n+]1c(/C(Br)=C(\\C)Br)cc(CCCF)c(CSCC)c1C[C@H](O)CN",
  "multiplicity": 1,
  "homo_lumo_gap_ev": 7.07,
  "total_charge": 1
}

[2]
{
  "formula": "C21H34ClO14P",
  "method": "wB97M-V/def2-TZVPD",
  "species": ["C", "C", "P", "C", "C", "O", "C", "C", "C", "O", "C", "O", "C", "O", "C", "C", "C", "O", "Cl", "H", "H", "H", "H", "H", "H", "H", "H", "H", "H", "H", "H", "H", "H", "H", "H", "H", "H", "H", "H", "H", "H", "O", "C", "O", "C", "C", "O", "H", "H", "H", "H", "O", "C", "O", "C", "C", "O", "H", "H", "H", "H", "O", "C", "O", "C", "C", "O", "H", "H", "H", "H"],
  "xyz": [[-0.887, -2.831, 2.598], [-1.442, -1.306, 2.193], [-1.692, -1.379, 0.264], [-3.530, -1.678, -0.160], [-1.089, 0.352, -0.399], [0.062, 0.057, -1.263], [1.162, 1.055, -1.050], [2.227, 0.753, -2.305], [3.794, 1.017, -1.910], [4.605, 1.090, -3.163], [4.515, -0.184, -3.911], [3.663, -0.412, -4.938], [1.927, 0.747, 0.402], [2.624, 1.961, 0.936], [2.504, 1.992, 2.405], [0.608, 2.595, -1.180], [1.645, 3.649, -1.889], [1.543, 3.851, -3.233], [2.955, 4.642, -1.021], [-1.798, -3.545, 2.800], [-0.083, -2.814, 3.448], [-0.353, -3.227, 1.623], [-0.672, -0.488, 2.523], [-2.485, -1.171, 2.755], [-3.681, -2.862, -0.200], [-3.755, -1.314, -1.273], [-4.274, -1.220, 0.627], [-0.848, 0.975, 0.561], [-1.981, 0.832, -1.022], [1.896, 1.262, -3.312], [2.125, -0.421, -2.494], [3.999, 2.011, -1.324], [4.196, 0.104, -1.256], [5.223, -1.094, -3.632], [1.151, 0.452, 1.259], [2.658, -0.191, 0.331], [3.345, 2.680, 2.843], [2.616, 0.900, 2.815], [1.476, 2.428, 2.766], [0.406, 3.017, -0.083], [-0.421, 2.692, -1.763], [3.547, -2.803, 2.514], [4.304, -2.056, 3.111], [5.572, -1.755, 2.704], [6.028, -0.698, 3.526], [5.192, -0.834, 4.756], [3.994, -1.411, 4.273], [7.097, -0.802, 3.735], [5.858, 0.252, 3.007], [5.638, -1.510, 5.493], [4.993, 0.130, 5.234], [-4.962, -3.041, -2.054], [-4.503, -2.771, -3.151], [-3.484, -1.888, -3.365], [-3.099, -2.025, -4.720], [-4.322, -2.586, -5.370], [-4.941, -3.312, -4.325], [-2.810, -1.057, -5.141], [-2.244, -2.707, -4.777], [-5.009, -1.805, -5.713], [-4.082, -3.243, -6.210], [-2.643, 1.328, 3.221], [-3.559, 1.675, 2.494], [-4.652, 2.378, 2.911], [-5.355, 2.774, 1.748], [-4.924, 1.770, 0.728], [-3.625, 1.409, 1.156], [-6.434, 2.754, 1.921], [-5.056, 3.794, 1.484], [-5.557, 0.877, 0.726], [-4.897, 2.189, -0.282]],
  "mulliken_charge": [-0.96, -0.18, -0.02, -0.58, -0.32, -0.22, 1.00, -1.17, 0.01, -0.36, 0.16, -0.47, 0.24, -0.16, -0.49, -0.36, 0.23, -0.51, -0.15, 0.26, 0.25, 0.33, 0.14, 0.27, 0.39, 0.02, 0.13, 0.11, 0.10, 0.28, 0.47, 0.13, 0.27, 0.30, -0.36, 0.08, 0.24, 0.11, 0.21, 0.29, 0.35, -0.55, 0.68, -0.31, -0.25, -0.33, -0.32, 0.30, 0.22, 0.30, 0.28, -0.53, 0.61, -0.27, -0.34, -0.34, -0.33, 0.31, 0.26, 0.26, 0.30, -0.51, 0.47, -0.34, -0.39, -0.43, 0.00, 0.32, 0.27, 0.31, 0.32],
  "e_lumo_ev": 0.0697,
  "e_homo_ha": -0.2771,
  "smiles": "CCP(C)CO[C@](CCOC=O)(COC)CC(=O)Cl.O=C1OCCO1.O=C1OCCO1.O=C1OCCO1",
  "multiplicity": 1,
  "homo_lumo_gap_ev": 7.61,
  "total_charge": 0
}

[3]
{
  "formula": "C21H34I5O6P2S",
  "method": "wB97M-V/def2-TZVPD",
  "species": ["C", "C", "I", "C", "I", "P", "C", "C", "C", "I", "P", "S", "C", "I", "C", "C", "I", "H", "H", "H", "H", "H", "H", "H", "H", "H", "H", "H", "H", "H", "H", "H", "H", "O", "C", "O", "C", "C", "C", "H", "H", "H", "H", "H", "H", "O", "C", "O", "C", "C", "C", "H", "H", "H", "H", "H", "H", "O", "C", "O", "C", "C", "C", "H", "H", "H", "H", "H", "H"],
  "xyz": [[1.834, 4.008, 0.607], [0.814, 3.502, 1.603], [-0.055, 5.034, 2.699], [0.467, 2.215, 1.804], [-0.890, 1.663, 3.297], [1.056, 0.844, 0.793], [2.779, 1.044, 0.248], [3.387, -0.217, -0.422], [4.823, -0.430, 0.062], [3.392, 0.055, -2.555], [1.308, -0.860, 2.240], [2.592, -0.244, 3.550], [0.048, 0.570, -0.739], [-1.042, 2.346, -1.278], [-0.940, -0.599, -0.779], [-1.965, -0.654, 0.346], [0.114, -2.465, -1.007], [2.828, 3.624, 0.844], [1.906, 5.093, 0.653], [1.553, 3.750, -0.419], [3.342, 1.278, 1.157], [2.818, 1.882, -0.446], [2.796, -1.117, -0.256], [5.502, 0.292, -0.399], [4.873, -0.305, 1.148], [5.169, -1.431, -0.207], [0.023, -1.160, 2.704], [1.743, -1.928, 1.452], [0.780, 0.462, -1.544], [-1.474, -0.513, -1.726], [-2.797, 0.012, 0.096], [-1.565, -0.312, 1.304], [-2.398, -1.649, 0.455], [6.345, 2.422, -0.874], [6.369, 2.799, -2.012], [5.430, 3.640, -2.504], [5.623, 3.837, -3.918], [7.087, 3.495, -4.171], [7.344, 2.427, -3.110], [4.944, 3.167, -4.450], [5.364, 4.865, -4.155], [7.274, 3.169, -5.191], [7.709, 4.368, -3.974], [7.088, 1.424, -3.460], [8.359, 2.420, -2.724], [-5.316, -0.847, -1.189], [-5.816, -0.480, -0.165], [-5.283, 0.539, 0.559], [-6.013, 0.708, 1.790], [-7.385, 0.096, 1.528], [-7.041, -1.015, 0.540], [-5.474, 0.179, 2.579], [-6.042, 1.770, 2.021], [-7.870, -0.251, 2.438], [-8.037, 0.832, 1.055], [-6.750, -1.936, 1.045], [-7.829, -1.226, -0.179], [-4.596, -2.758, 1.959], [-4.203, -3.799, 1.513], [-4.732, -4.340, 0.399], [-4.157, -5.634, 0.138], [-2.822, -5.626, 0.873], [-3.123, -4.713, 2.060], [-4.839, -6.393, 0.527], [-4.070, -5.754, -0.938], [-2.484, -6.624, 1.143], [-2.060, -5.163, 0.249], [-3.543, -5.257, 2.908], [-2.272, -4.131, 2.404]],
  "mulliken_charge": [-1.16, 0.32, 0.15, -0.25, 0.29, -0.07, -1.16, 0.08, -1.14, 0.07, 0.22, -0.24, -0.50, 0.20, -0.75, -0.05, 0.07, 0.25, 0.52, 0.25, 0.51, 0.60, 0.24, 0.18, 0.36, 0.40, 0.14, 0.11, 0.47, 0.83, 0.16, -0.18, 0.02, -0.62, 0.52, -0.34, -0.35, -0.53, -0.36, 0.23, 0.30, 0.33, 0.27, 0.20, 0.34, -0.62, 0.53, -0.30, -0.34, -0.61, -0.20, 0.22, 0.33, 0.35, 0.27, 0.06, 0.38, -0.57, 0.63, -0.35, -0.53, -0.26, -0.51, 0.28, 0.34, 0.36, 0.06, 0.32, 0.25],
  "e_lumo_ev": -3.3701,
  "e_homo_ha": -0.4359,
  "multiplicity": 1,
  "homo_lumo_gap_ev": 8.49,
  "total_charge": 1
}

Listing energy for the structures above in their given order: -183018.848, -72795.069, -104523.994 eV.